{"formula": "C21H23N3O3", "method": "ωB97M-V/def2-TZVPD", "species": ["C", "O", "C", "C", "C", "C", "C", "C", "O", "N", "N", "C", "C", "C", "C", "N", "C", "C", "C", "C", "C", "C", "C", "C", "C", "O", "C", "H", "H", "H", "H", "H", "H", "H", "H", "H", "H", "H", "H", "H", "H", "H", "H", "H", "H", "H", "H", "H", "H", "H"], "xyz": [[-6.01106, -1.28966, -1.97557], [-4.86920, -1.62144, -1.22827], [-4.18864, -0.61447, -0.58075], [-4.55841, 0.72336, -0.66269], [-3.84997, 1.71567, -0.01127], [-2.73735, 1.39324, 0.74968], [-1.95494, 2.47282, 1.45066], [-1.39830, 3.41646, 0.40446], [-1.97989, 4.39906, -0.00703], [-0.18047, 3.08444, -0.09978], [0.55978, 2.02754, 0.29573], [1.68277, 1.84003, -0.28564], [2.58056, 0.77430, 0.02112], [2.44607, -0.23366, 0.96218], [1.33706, -0.46236, 1.91731], [3.53259, -1.05585, 0.91558], [3.72376, -2.20829, 1.74950], [4.40804, -0.59717, -0.03876], [5.64710, -1.08210, -0.43476], [6.31300, -0.40424, -1.43483], [5.76329, 0.73161, -2.02979], [4.53502, 1.21902, -1.63929], [3.84110, 0.55511, -0.63150], [-2.36392, 0.06443, 0.83798], [-3.06541, -0.95054, 0.19454], [-2.53676, -2.19560, 0.39991], [-3.22691, -3.35681, -0.00086], [-6.78483, -0.83023, -1.35166], [-6.38298, -2.23475, -2.36992], [-5.77055, -0.62183, -2.80926], [-5.41592, 1.00683, -1.25120], [-4.15783, 2.74536, -0.10570], [-1.14193, 2.04105, 2.02995], [-2.61776, 3.04931, 2.09819], [0.18439, 3.69682, -0.83564], [2.01429, 2.52019, -1.08104], [0.74714, -1.33152, 1.62220], [0.69739, 0.41386, 1.90822], [1.71729, -0.63256, 2.92419], [2.80083, -2.78645, 1.80928], [4.02189, -1.91739, 2.76130], [4.50279, -2.83709, 1.32419], [6.08750, -1.95666, 0.02082], [7.27951, -0.75679, -1.76276], [6.31620, 1.23542, -2.80876], [4.12225, 2.10052, -2.10652], [-1.50700, -0.22881, 1.42085], [-4.22929, -3.40021, 0.43079], [-3.29975, -3.43291, -1.08752], [-2.63254, -4.18707, 0.38211]], "atomic_forces_ev_per_a": [[-0.2, 0.0, -0.1], [0.4, 0.1, 0.3], [0.0, -0.2, 0.0], [-0.1, -0.1, -0.1], [0.0, 0.0, 0.0], [-0.1, -0.1, 0.0], [0.0, 0.2, -0.1], [0.0, -0.1, 0.4], [-0.2, 0.1, 0.0], [0.5, 0.7, -0.9], [0.2, -0.5, 0.2], [-0.6, 0.6, -0.2], [0.4, -0.8, 0.5], [-0.2, 0.5, -0.3], [0.0, 0.0, 0.0], [-0.1, 0.1, -0.1], [0.1, -0.2, 0.3], [0.1, 0.4, -0.4], [0.1, -0.1, 0.1], [0.1, -0.1, 0.0], [0.0, 0.1, -0.1], [0.0, 0.0, 0.0], [0.0, -0.3, 0.2], [-0.2, -0.1, -0.1], [0.0, 0.0, 0.1], [0.1, 0.4, -0.1], [-0.1, -0.5, -0.1], [0.0, 0.0, 0.0], [0.0, 0.1, 0.0], [0.0, 0.0, 0.0], [-0.1, 0.0, -0.1], [0.0, 0.1, 0.0], [-0.1, 0.0, 0.1], [0.1, 0.0, 0.0], [-0.2, -0.2, 0.3], [-0.1, 0.0, 0.0], [-0.1, -0.1, 0.0], [0.0, -0.1, 0.1], [0.0, 0.0, 0.1], [0.1, 0.0, 0.0], [0.0, -0.1, 0.0], [-0.1, 0.0, 0.0], [0.0, -0.1, 0.0], [0.1, 0.0, 0.0], [0.0, 0.0, -0.1], [0.0, 0.1, -0.1], [0.1, 0.0, 0.1], [0.1, 0.0, 0.0], [0.0, 0.0, 0.1], [-0.1, 0.0, 0.0]], "nbo_charge": [-0.249, -0.513, 0.207, -0.276, -0.212, -0.029, -0.509, 0.685, -0.614, -0.442, -0.259, 0.069, -0.215, 0.265, -0.671, -0.336, -0.404, 0.124, -0.235, -0.221, -0.229, -0.221, 0.008, -0.251, 0.329, -0.517, -0.239, 0.176, 0.198, 0.177, 0.219, 0.228, 0.234, 0.240, 0.373, 0.155, 0.231, 0.261, 0.220, 0.213, 0.203, 0.218, 0.210, 0.212, 0.212, 0.209, 0.217, 0.179, 0.184, 0.184], "homo_ev": -7.49, "gap_ha": 0.2991, "charge": 0, "relative_energy_kcal_mol": 85.1}

{"formula": "C9H14OS", "method": "ωB97M-V/def2-TZVPD", "species": ["C", "C", "C", "C", "C", "O", "C", "C", "H", "H", "H", "H", "H", "H", "H", "H", "C", "S", "C", "H", "H", "H", "H", "H", "H"], "xyz": [[-2.45557, 1.30042, 1.26662], [-1.45575, 1.16125, 0.13886], [-1.92065, 1.08732, -1.17911], [-1.04993, 1.06068, -2.25808], [0.31091, 0.90223, -1.99961], [1.25464, 0.66931, -2.95889], [0.80921, 1.09576, -0.71405], [-0.10156, 1.35185, 0.30088], [-3.08630, 0.40906, 1.27597], [-3.07792, 2.14267, 0.99997], [-2.02129, 1.36645, 2.23998], [-2.96047, 0.81047, -1.31090], [-1.35676, 1.18556, -3.28796], [0.97249, 0.15979, -3.72382], [1.88619, 1.03718, -0.64377], [0.34790, 1.48644, 1.27796], [1.86606, -0.86659, 2.00731], [0.35504, -1.67738, 1.40642], [1.17938, -2.92389, 0.34860], [1.66158, -0.17754, 2.82106], [2.52304, -1.63927, 2.39762], [2.36543, -0.39877, 1.16290], [2.24691, -2.73675, 0.31673], [0.67372, -2.87015, -0.61170], [1.03372, -3.93611, 0.72700]], "atomic_forces_ev_per_a": [[-0.1, -0.9, -1.3], [-0.2, 1.1, -0.4], [0.0, -1.0, 0.4], [0.6, -0.3, 0.0], [0.0, 0.5, 0.2], [0.6, 0.1, -0.3], [-0.8, 0.1, -1.1], [1.4, -0.8, 0.7], [-0.1, 0.0, 0.0], [-0.3, 0.3, 0.5], [0.4, 0.4, 0.5], [-0.2, 0.7, -0.3], [-0.3, -0.5, 0.0], [-0.5, 0.1, 0.2], [0.0, 0.2, 0.5], [-0.4, 0.2, 0.2], [0.0, -0.6, -0.1], [0.4, -0.4, 0.3], [-0.8, -0.1, 0.4], [-0.2, 0.2, -0.2], [0.1, 0.0, 0.1], [0.0, 0.3, 0.1], [0.0, 0.2, -0.4], [0.5, 0.0, -0.3], [0.0, 0.1, 0.2]], "nbo_charge": [-0.626, -0.027, -0.198, -0.285, 0.289, -0.694, -0.254, -0.192, 0.216, 0.219, 0.216, 0.208, 0.213, 0.486, 0.220, 0.203, -0.737, 0.165, -0.733, 0.228, 0.214, 0.209, 0.220, 0.223, 0.216], "homo_ev": -8.08, "gap_ha": 0.3262, "charge": 0, "relative_energy_kcal_mol": 15.1}

{"formula": "C16H15N2O4", "method": "ωB97M-V/def2-TZVPD", "species": ["C", "C", "O", "C", "C", "C", "C", "C", "C", "C", "N", "C", "C", "O", "H", "H", "H", "H", "H", "H", "H", "H", "H", "H", "C", "N", "C", "O", "C", "C", "C", "O", "H", "H", "H", "H", "H"], "xyz": [[-4.62846, 0.68621, -1.50462], [-3.26602, 1.27602, -1.22436], [-2.28378, 0.30403, -1.61866], [-1.02907, 0.77870, -1.38450], [-0.01000, -0.20523, -1.66333], [1.34374, 0.12076, -1.79585], [1.82885, 1.47287, -1.66477], [3.18174, 1.74703, -1.66017], [4.12627, 0.71666, -1.82423], [5.52654, 1.00807, -1.74199], [6.67358, 1.25182, -1.66110], [3.67932, -0.59835, -2.05139], [2.33070, -0.89357, -2.07588], [-0.88415, 1.94209, -0.97992], [-5.40505, 1.34792, -1.09614], [-4.80802, 0.59957, -2.58878], [-4.76082, -0.31089, -1.05475], [-3.14758, 2.20372, -1.80309], [-3.15564, 1.48960, -0.15091], [-0.35389, -1.16739, -2.02418], [1.09760, 2.27242, -1.52076], [3.52998, 2.77410, -1.50340], [4.41800, -1.39152, -2.18056], [1.97977, -1.91036, -2.26888], [0.15128, -2.56942, 4.11404], [-0.29325, -1.49440, 3.27393], [-1.65418, -1.17447, 3.14970], [-2.56115, -1.74340, 3.74267], [-1.66383, -0.06143, 2.17768], [-0.41191, 0.15972, 1.73815], [0.53803, -0.73064, 2.43596], [1.75871, -0.78509, 2.38666], [1.23840, -2.57761, 4.09567], [-0.21580, -2.42560, 5.13418], [-0.24429, -3.51653, 3.73382], [-2.58756, 0.44888, 1.95863], [-0.03806, 0.95570, 1.10113]], "atomic_forces_ev_per_a": [[-0.5, -0.2, -0.2], [-0.4, -0.5, -0.2], [-0.9, 0.6, 0.4], [1.9, -0.5, -0.4], [-1.3, 0.7, -0.1], [1.0, 0.3, 0.0], [0.2, -0.2, 0.2], [-0.2, 0.0, 0.0], [0.3, 0.1, 0.0], [2.0, 0.4, 0.1], [-2.3, -0.5, -0.2], [-0.2, -0.1, 0.0], [-0.2, 0.6, 0.2], [-0.2, -0.4, 0.0], [0.1, -0.1, -0.1], [0.1, 0.0, 0.3], [0.1, 0.3, -0.1], [0.2, -0.2, 0.4], [0.0, 0.1, -0.4], [0.0, 0.0, 0.2], [0.4, -0.4, 0.0], [-0.1, -0.4, -0.1], [-0.2, 0.2, -0.1], [0.2, 0.2, 0.1], [-0.1, -0.2, 0.1], [0.0, -0.5, 0.4], [0.5, -0.7, 0.4], [1.0, 0.8, -0.7], [0.4, 0.4, -0.4], [-0.7, 1.2, -0.2], [0.7, -0.6, 0.7], [-1.9, 0.0, 0.1], [0.0, -0.1, 0.0], [0.1, 0.0, -0.1], [0.2, 0.0, 0.1], [0.1, 0.1, -0.3], [-0.3, -0.2, -0.2]], "nbo_charge": [-0.621, -0.066, -0.535, 0.728, -0.537, 0.009, -0.241, -0.150, -0.313, 0.320, -0.430, -0.153, -0.258, -0.736, 0.198, 0.202, 0.207, 0.186, 0.170, 0.201, 0.241, 0.204, 0.206, 0.197, -0.413, -0.492, 0.656, -0.572, -0.267, -0.208, 0.659, -0.532, 0.231, 0.204, 0.201, 0.230, 0.276], "homo_ev": -3.32, "gap_ha": 0.1866, "charge": -1, "relative_energy_kcal_mol": 0.0}

{"formula": "C5H8O", "method": "ωB97M-V/def2-TZVPD", "species": ["C", "C", "C", "C", "C", "O", "H", "H", "H", "H", "H", "H", "H", "H"], "xyz": [[1.35674, 0.81574, -0.31995], [-0.11471, 0.60443, -0.62586], [-0.66121, -0.73382, -0.99492], [-1.02552, -0.13146, 0.34388], [-0.40538, -0.69286, 1.57358], [-0.79190, -0.46085, 2.69424], [1.87664, -0.12927, -0.13380], [1.85845, 1.30516, -1.16040], [1.48782, 1.44666, 0.56227], [-0.59392, 1.45515, -1.10566], [0.01866, -1.58689, -0.98807], [-1.44896, -0.79746, -1.73880], [-2.02761, 0.26729, 0.49274], [0.47091, -1.36182, 1.40075]], "atomic_forces_ev_per_a": [[0.0, -0.1, 0.0], [0.1, 0.1, -0.1], [0.0, -0.1, -0.1], [-0.1, 0.0, 0.3], [-0.1, 0.1, 0.0], [0.1, -0.1, -0.4], [-0.1, 0.1, 0.0], [-0.1, -0.1, 0.1], [0.0, 0.0, -0.1], [0.0, -0.1, 0.1], [-0.1, 0.2, 0.0], [0.1, 0.0, 0.1], [0.2, -0.1, 0.0], [-0.1, 0.1, 0.1]], "nbo_charge": [-0.617, -0.194, -0.403, -0.349, 0.440, -0.523, 0.208, 0.220, 0.217, 0.222, 0.215, 0.227, 0.237, 0.100], "homo_ev": -9.75, "gap_ha": 0.3971, "charge": 0, "relative_energy_kcal_mol": 26.6}

LUMO (eV)
0.65; 0.80; 1.76; 1.06